ORCA calculation (ωB97M-V with the def2-TZVPD basis set) on C13H21F12Mn2N3O15S4 as an isolated structure in a non-equilibrium geometry.

```
70
Properties=species:S:1:pos:R:3:forces:R:3
Mn -2.505346 3.701594 -2.821032 0.84 -1.75 -0.05
Mn -0.214716 0.105234 -0.221822 0.28 -0.74 -0.83
C -4.641616 -0.503236 -2.010622 0.75 0.61 -0.06
F -5.113246 -0.194406 -0.780152 0.04 -0.26 -1.04
F -4.445246 -1.820866 -2.099882 -0.08 0.80 0.23
F -5.517656 -0.139946 -2.972772 0.58 -0.10 1.02
S -2.947576 0.399614 -2.305852 2.99 -1.46 -0.03
O -3.201146 1.845094 -2.442222 -1.78 1.04 0.38
O -2.087746 0.164984 -1.114972 -3.29 -0.09 -1.23
O -2.422246 -0.118706 -3.529482 -1.11 -0.39 0.52
C 2.432884 -2.442576 -3.007952 -0.85 0.66 1.34
F 2.772554 -3.213956 -4.034232 0.39 0.48 0.59
F 2.752924 -3.047006 -1.812152 0.33 0.13 -1.04
F 3.162354 -1.262276 -3.017832 -1.11 -1.59 -0.35
S 0.514594 -2.290396 -2.971392 -2.92 2.71 -3.31
O 0.122234 -1.521136 -4.203302 1.89 -2.52 2.14
O 0.041484 -3.682786 -2.948282 1.19 1.39 0.68
O 0.143204 -1.420276 -1.834582 1.00 -2.38 0.21
C 2.077034 2.693654 -3.654232 -2.18 -0.91 0.09
F 2.078974 3.701864 -2.760822 0.84 -0.41 -0.42
F 2.263944 3.168744 -4.891122 -0.33 -0.06 0.83
F 3.015234 1.773754 -3.427652 -0.41 0.80 0.36
S 0.250884 1.852804 -3.391132 0.56 -5.86 -1.42
O -0.107446 1.110974 -4.606812 1.64 2.09 1.74
O 0.291954 1.025214 -2.156132 1.45 2.45 -2.42
O -0.695886 2.917334 -3.166532 -1.18 3.72 0.08
C -2.999876 3.045294 1.430678 1.29 2.90 -1.65
F -3.537106 1.944644 1.053468 -1.64 -0.94 -1.09
F -3.831896 4.172064 1.448298 0.71 -1.98 -0.65
F -2.623866 2.880274 2.650588 1.06 0.02 1.97
S -1.430686 3.437844 0.265258 0.16 -0.78 0.98
O -0.663076 4.358734 1.067898 -0.73 -0.05 -0.75
O -0.740126 2.171074 0.000308 -1.41 2.27 0.44
O -2.059116 4.023114 -0.968692 0.24 0.40 1.79
C 2.991484 0.099234 0.097408 -1.55 -0.97 -0.73
O 1.808984 -0.226806 -0.142632 2.48 1.07 0.74
N 3.846174 -0.715686 0.683188 2.39 0.07 -0.12
C 5.225324 -0.204236 0.807168 0.86 0.69 1.07
C 3.511954 -2.055106 1.165988 -0.77 1.13 0.29
H 3.558344 1.004254 -0.170562 -1.15 0.40 -0.37
H 6.072494 -0.730036 0.366798 -0.70 -0.57 -0.73
H 5.622774 -0.033946 1.807738 -0.77 -0.86 0.92
H 5.343804 0.847074 0.544858 -0.64 -0.08 -1.01
H 2.540024 -2.344676 0.766488 0.30 -0.08 -0.50
H 4.309554 -2.756986 0.922488 -0.21 0.05 0.30
H 3.292874 -1.870546 2.217678 0.56 -0.84 0.41
C -1.143176 -2.612256 1.515268 -0.63 0.38 -1.85
O -0.860336 -1.660566 0.763548 -0.30 -1.88 1.26
N -1.776566 -3.740706 1.074528 0.14 1.85 -0.79
C -2.551406 -4.544066 1.993948 0.98 -0.25 0.56
C -2.102576 -3.856646 -0.371962 0.39 -0.26 0.28
H -0.908996 -2.549776 2.589258 -0.15 -0.29 -0.04
H -3.204376 -3.938466 2.622418 -0.22 -0.06 -0.14
H -1.808866 -5.024506 2.631058 -0.41 -0.45 0.32
H -3.115366 -5.295676 1.441558 0.10 0.13 0.16
H -3.154006 -4.121606 -0.483272 -0.06 0.35 0.01
H -1.820786 -2.957826 -0.920422 -0.18 0.00 0.21
H -1.525826 -4.672106 -0.808402 0.11 0.00 0.05
C -0.281726 0.987634 2.961608 -0.25 1.26 2.43
O 0.043474 0.524574 1.919008 0.82 -0.82 -2.29
N 0.390184 1.977594 3.590878 -0.95 -1.81 0.14
C 0.107624 2.271684 4.998238 0.40 0.17 -1.06
C 1.389224 2.733634 2.912278 0.99 1.56 0.39
H -1.184896 0.626414 3.477368 0.10 0.04 0.35
H -0.388806 1.426984 5.475888 -0.15 0.19 -0.13
H -0.489086 3.183694 5.014238 0.04 0.04 0.61
H 1.087354 2.392904 5.460348 -0.22 0.27 0.35
H 1.792984 2.365754 1.969018 -0.75 -0.38 0.08
H 0.993024 3.741254 2.786478 0.02 0.08 -0.51
H 2.254484 2.893184 3.555688 0.15 -0.32 0.27
```
Forces are in eV/Å.

The net charge is 0. Its spin multiplicity is 11. Its electronic energy is -6894.03387 a.u. The value obtained for the lowest unoccupied orbital energy (spin up / spin down) is -1.8919 / -1.9402 eV. The energy above the lowest of the compared OMol25 structures with the same formula, charge and spin comes out at 0.00 kJ/mol. As for the HOMO-LUMO gap (spin up / spin down): 5.90 / 5.86 eV.

Here are the natural (NBO) charges for atoms 1 to 4, given in e: atom 1 (Mn): 1.726, atom 2 (Mn): 1.504, atom 3 (C): 0.768, atom 4 (F): -0.319